{
  "formula": "C3H9NS",
  "method": "wB97M-V/def2-TZVPD",
  "molar_mass_g_mol": 91.18,
  "e_above_lowest_kcal_mol": 65.0,
  "s2": 0.7512,
  "homo_energy_ev": [0.99, -4.33],
  "multiplicity": 2,
  "charge": -1,
  "species": ["C", "N", "C", "C", "S", "H", "H", "H", "H", "H", "H", "H", "H", "H"],
  "coordinates": [[1.981, 0.282, 0.912], [1.036, -0.419, -0.152], [-0.342, -0.320, 0.051], [-1.174, 0.299, -1.054], [-2.825, 0.689, -0.132], [2.947, -0.303, 1.229], [2.349, 1.251, 0.544], [1.388, 0.575, 1.855], [1.475, -1.288, -0.293], [-0.672, 0.192, 0.890], [-0.746, -1.279, 0.362], [-1.364, -0.383, -1.838], [-0.666, 1.217, -1.577], [-3.388, -0.514, -0.797]]
}

{
  "formula": "C14H6N2O6S4Tc",
  "method": "wB97M-V/def2-TZVPD",
  "molar_mass_g_mol": 524.48,
  "s2": 3.7779,
  "homo_energy_ev": [-9.22, -9.37],
  "multiplicity": 4,
  "charge": 0,
  "species": ["Tc", "O", "S", "O", "O", "C", "C", "C", "C", "C", "C", "S", "O", "O", "O", "H", "H", "H", "H", "S", "C", "C", "C", "C", "N", "C", "C", "C", "S", "C", "N", "H", "H"],
  "coordinates": [[-1.894, -1.263, -1.163], [-0.221, -1.823, -2.690], [-0.230, -3.195, -2.143], [0.138, -4.257, -3.006], [-1.640, -3.288, -1.566], [0.833, -3.223, -0.711], [1.252, -4.483, -0.308], [2.027, -4.625, 0.832], [2.400, -3.510, 1.570], [2.007, -2.247, 1.161], [1.209, -2.097, 0.032], [-0.166, 0.307, 1.333], [2.182, 0.295, -0.441], [0.928, 0.758, 2.209], [-2.561, -0.811, 0.298], [0.978, -5.348, -0.896], [2.346, -5.613, 1.135], [3.011, -3.620, 2.455], [2.331, -1.362, 1.695], [0.893, -0.410, -0.503], [-0.744, 1.832, 0.460], [-0.431, 2.943, 1.234], [-0.815, 4.223, 0.868], [-0.474, 5.337, 1.705], [-0.199, 6.228, 2.375], [-1.532, 4.401, -0.318], [-1.827, 3.301, -1.103], [-1.450, 2.003, -0.746], [-1.854, 0.849, -2.043], [-1.961, 5.704, -0.742], [-2.321, 6.737, -1.090], [0.144, 2.803, 2.139], [-2.361, 3.454, -2.031]]
}

{
  "formula": "C4H6N2S",
  "method": "wB97M-V/def2-TZVPD",
  "molar_mass_g_mol": 114.17,
  "e_above_lowest_kcal_mol": 123.3,
  "homo_energy_ev": -8.66,
  "charge": 0,
  "species": ["C", "C", "C", "C", "H", "H", "H", "H", "H", "H", "N", "N", "S"],
  "coordinates": [[1.040, -0.870, -1.842], [0.909, 0.108, -0.747], [-1.392, -0.931, 0.120], [-2.488, -0.347, 1.025], [1.531, -2.057, -1.347], [1.826, 0.032, -2.601], [-0.128, -0.900, -2.248], [0.196, 0.207, 1.385], [-1.733, -0.715, -0.907], [-1.127, -2.016, 0.227], [-0.063, -0.172, 0.320], [-3.257, -0.018, 1.867], [2.141, 1.189, -0.072]]
}